Molecular formula: C22H43N2OP2STi
Method: DFT, the ωB97M-V functional and the def2-TZVPD basis

The spin multiplicity is 3. Its net charge is +1. As for the orbital gap (spin up / spin down): 5.50 / 7.04 eV. The calculation puts the HOMO energy (spin up / spin down) at -8.839 / -10.370 eV.

Geometry as XYZ:
```
72
Properties=species:S:1:pos:R:3:forces:R:3
Ti -0.144134 -0.023389 -0.048424 -0.2 0.0 1.5
P -0.009285 -2.471411 -0.363740 0.1 -0.1 0.0
P -0.041771 2.467177 -0.078543 0.0 0.1 0.0
N 0.329555 0.096093 -1.961878 -0.3 0.0 0.3
C 0.085510 -2.392025 -2.192350 -0.2 -0.5 -0.4
H 0.725133 -3.225685 -2.519640 -0.3 0.2 -0.2
H -0.928453 -2.578808 -2.584707 0.3 0.1 0.1
C 0.633896 -1.068276 -2.760640 0.4 0.2 -0.7
H 1.725459 -1.161565 -2.957946 -0.3 0.0 0.2
H 0.184088 -0.915791 -3.766541 0.2 -0.2 0.3
C 0.630125 1.345126 -2.621509 -0.1 -0.1 -0.9
H 0.179376 1.308442 -3.638130 0.2 0.2 0.2
H 1.721448 1.463968 -2.808219 -0.3 -0.1 0.3
C 0.076279 2.592419 -1.906421 -0.2 0.5 -0.3
H -0.935155 2.817738 -2.284001 0.3 -0.1 0.1
H 0.716794 3.457703 -2.133886 -0.3 -0.2 -0.2
C 1.461060 3.379664 0.493463 -0.1 -0.1 -0.1
C 1.777848 3.030444 1.948450 0.3 0.2 0.1
H 2.728299 3.505277 2.235193 -0.3 -0.1 0.0
H 1.896589 1.951225 2.088250 -0.1 0.2 -0.1
H 0.988589 3.379889 2.625942 0.2 -0.1 -0.1
C -1.600431 3.329301 0.446967 -0.1 0.1 -0.4
C -1.767991 3.480411 1.969343 -0.1 0.0 0.0
H -2.792635 3.831916 2.170705 0.4 0.0 0.0
H -1.066013 4.210210 2.395642 -0.2 -0.1 -0.2
H -1.647629 2.526820 2.496836 0.1 0.2 -0.1
C -1.592617 -3.328951 0.080813 -0.1 -0.2 -0.3
C -1.740054 -3.528390 1.598702 -0.1 0.0 0.1
H -2.771984 -3.833957 1.833600 0.3 0.0 -0.1
H -1.556202 -2.589404 2.138480 0.0 -0.2 -0.2
H -1.060370 -4.297156 1.992505 -0.2 0.1 -0.2
C 1.481590 -3.470154 0.092426 -0.1 0.1 0.0
C 1.826933 -3.256237 1.567888 0.3 -0.1 0.1
H 2.806438 -3.708548 1.786206 -0.3 0.0 0.0
H 1.074202 -3.709508 2.226375 0.2 0.0 -0.1
H 1.900509 -2.194585 1.823609 -0.1 -0.2 -0.1
C 1.786955 -0.068567 0.365298 5.1 -0.4 0.4
O 2.961241 -0.096013 0.460355 -3.5 0.1 -0.2
C -1.901442 4.640918 -0.289275 -0.3 0.1 0.1
H -1.228903 5.453634 0.007576 -0.2 -0.2 -0.1
H -1.852203 4.528815 -1.377357 0.0 0.1 0.2
H -2.928701 4.947175 -0.039029 0.3 0.0 -0.1
C -1.896591 -4.594230 -0.732752 -0.3 -0.1 0.2
H -2.921662 -4.924102 -0.504814 0.3 0.0 -0.1
H -1.851500 -4.405456 -1.810953 0.0 -0.1 0.2
H -1.217458 -5.420444 -0.497030 -0.2 0.2 0.0
C 1.437367 -4.954604 -0.286422 0.3 -0.1 0.1
H 2.431522 -5.395365 -0.112106 -0.3 0.1 0.0
H 0.725929 -5.515180 0.331598 0.1 0.2 -0.1
H 1.198888 -5.118149 -1.344322 0.0 0.1 0.2
C 1.441375 4.892011 0.251908 0.3 0.1 0.1
H 0.730330 5.403358 0.910858 0.1 -0.1 -0.1
H 2.440148 5.296045 0.476918 -0.3 -0.1 0.0
H 1.217531 5.157163 -0.788453 0.0 -0.1 0.2
H 2.250691 2.946564 -0.145089 -0.2 0.0 0.1
H 2.268427 -2.993923 -0.518312 -0.2 0.0 0.2
H -2.355643 2.591977 0.115244 0.2 0.2 0.1
H -2.340497 -2.567223 -0.213739 0.2 -0.2 0.1
H -1.851338 -0.040372 -1.049831 -0.8 0.1 1.3
H -2.132456 -0.033530 -0.277757 0.0 0.1 -1.4
S -0.797315 -0.020805 2.444415 0.1 0.0 0.8
C 0.182312 -0.771015 3.672629 -1.6 -0.1 -0.2
N -0.468724 -1.622268 4.545658 0.9 -0.4 0.0
C 0.190474 -2.428740 5.437979 0.1 0.7 -0.5
C 1.546041 -2.267906 5.598238 -0.1 -0.5 0.3
C 2.222587 -1.297767 4.845205 -0.5 0.6 -0.6
C 1.535712 -0.547704 3.888707 1.0 -0.3 0.6
H -1.485044 -1.677198 4.485169 0.4 0.0 -0.3
H -0.407691 -3.174358 5.956544 0.1 0.3 0.0
H 2.085887 -2.890994 6.314008 -0.3 0.2 -0.3
H 3.284954 -1.123359 5.000739 -0.2 -0.1 0.0
H 2.036703 0.224932 3.302573 -0.2 -0.4 0.1
```
Forces are in eV/Å.

Atomic partial charges in e from the Mulliken method, atoms 1 to 8: number 1, Ti, carries -1.472; number 2, P, carries 1.451; number 3, P, carries 1.567; number 4, N, carries 0.522; number 5, C, carries -0.955; number 6, H, carries 0.274; number 7, H, carries 0.502; number 8, C, carries -1.218

Molecular formula: C22H43N4O10S4
Method: DFT, the ωB97M-V functional and the def2-TZVPD basis

The spin multiplicity is 1. Its net charge is +1. As for the orbital gap: 9.21 eV. The calculation puts the HOMO energy at -11.805 eV.

Geometry as XYZ:
```
83
Properties=species:S:1:pos:R:3:forces:R:3
C 1.852203 -2.381322 3.595262 0.0 0.0 0.1
C 0.802849 -1.292350 3.598279 0.1 0.1 0.0
O 0.783363 -0.386868 4.370005 0.0 -0.2 -0.1
O -0.204218 -1.420409 2.654051 0.2 -0.1 0.0
C 0.116995 -1.147000 1.296267 -0.2 0.0 -0.1
C 0.581571 -2.398266 0.536145 -0.2 -0.2 0.2
N 2.013671 -2.486467 0.218120 0.0 -0.1 0.2
N 2.885808 -1.454642 0.119526 0.2 0.3 0.3
C 4.073511 -1.967804 -0.163132 0.0 -0.1 -0.1
N 4.023893 -3.286171 -0.252433 0.2 0.2 -0.3
C 2.741227 -3.588824 -0.020640 -0.1 -0.2 0.2
N 2.230843 -4.831255 -0.026830 -0.1 0.1 -0.1
H 2.668801 -2.105476 2.919174 -0.1 0.0 0.0
H 1.442436 -3.347608 3.297048 0.0 0.1 0.0
H 2.266195 -2.455647 4.601356 0.0 0.0 -0.1
H 0.802439 -0.302428 1.225995 0.0 0.0 0.0
H -0.818184 -0.822370 0.838580 0.1 0.0 0.1
H 0.022100 -2.559120 -0.386831 0.1 0.2 0.0
H 0.369624 -3.234061 1.208567 0.0 0.0 -0.2
H 2.602595 -0.484242 0.213252 -0.3 0.0 -0.1
H 4.949706 -1.349048 -0.293689 -0.1 -0.1 0.0
H 1.452145 -5.090809 0.551794 -0.1 0.0 -0.2
H 2.647440 -5.518025 -0.631571 0.2 -0.1 0.3
C -5.126565 -0.883861 4.621626 0.1 0.0 0.0
C -3.882159 0.017546 4.602021 -0.1 -0.1 -0.1
C -3.190593 -0.197135 3.251485 0.1 0.1 0.2
S -4.481337 -0.647015 2.092449 0.0 0.1 0.0
O -4.231421 -1.994579 1.632287 0.0 0.0 -0.1
O -4.684964 0.405767 1.127566 0.0 0.0 -0.1
C -5.820966 -0.668573 3.279545 -0.1 0.0 0.1
H -5.790076 -0.640747 5.450395 0.0 0.0 0.0
H -4.837741 -1.932473 4.722257 0.0 0.0 0.0
H -4.176194 1.062991 4.675446 0.0 -0.1 0.1
H -3.207386 -0.209118 5.425832 0.0 0.0 0.0
H -2.704547 0.703842 2.883294 0.0 0.0 0.0
H -2.483665 -1.022016 3.263131 0.0 0.0 0.0
H -6.523452 -1.450029 2.999355 0.0 0.0 -0.1
H -6.301890 0.308118 3.227497 0.0 0.0 0.0
C 1.983331 2.524410 -3.967292 0.1 0.0 0.1
C 2.514429 1.108912 -4.225030 -0.2 0.1 0.0
C 2.953149 0.541725 -2.873256 0.0 0.0 -0.1
S 1.930713 1.361302 -1.634911 0.2 -0.1 -0.5
O 2.781156 2.126317 -0.756873 0.0 -0.1 0.2
O 1.038939 0.383307 -1.025805 0.0 0.0 0.1
C 1.048711 2.421444 -2.765545 -0.1 0.1 0.0
H 1.460786 2.924140 -4.833657 0.0 0.0 0.0
H 2.809489 3.199029 -3.733562 0.0 0.0 0.0
H 1.718573 0.490592 -4.645289 0.0 0.0 0.0
H 3.342200 1.096428 -4.925041 0.0 0.0 0.0
H 2.796537 -0.532669 -2.796548 0.0 0.0 0.1
H 3.990183 0.787486 -2.647327 0.0 0.1 0.0
H 0.847895 3.365164 -2.262886 0.0 0.0 0.1
H 0.113346 1.921004 -3.015651 0.0 0.0 0.0
C 7.590652 -1.834885 -6.718341 0.0 0.0 0.0
C 6.924779 -3.121179 -6.209316 0.0 0.0 0.0
C 5.573913 -2.724334 -5.600204 0.1 -0.1 0.0
S 5.050617 -1.243057 -6.481379 0.0 0.0 -0.1
O 5.005659 -0.136576 -5.547735 0.1 -0.1 0.1
O 3.893031 -1.522682 -7.287643 -0.1 0.0 0.0
C 6.513986 -1.085173 -7.495676 0.1 0.0 0.0
H 8.453569 -2.046604 -7.346601 0.0 0.0 0.0
H 7.930501 -1.228884 -5.875975 0.0 0.0 0.0
H 6.765466 -3.806537 -7.043058 0.0 0.0 0.0
H 7.545298 -3.634617 -5.477029 0.0 0.0 0.0
H 4.802602 -3.479362 -5.730437 0.0 0.0 0.0
H 5.661526 -2.457597 -4.548340 0.0 0.1 0.0
H 6.718537 -0.027977 -7.646447 -0.1 0.0 0.0
H 6.292536 -1.564295 -8.448984 0.0 0.0 0.0
C -7.826312 4.706805 4.422140 0.0 0.0 0.0
C -7.330014 4.578652 2.974852 0.0 0.0 0.0
C -5.821653 4.854256 2.982258 -0.1 0.0 -0.1
S -5.236608 4.366777 4.612607 0.0 -0.1 -0.1
O -4.752660 5.527392 5.310863 0.0 0.0 0.0
O -4.399033 3.194452 4.500282 0.0 0.1 0.0
C -6.839194 3.915463 5.273587 -0.1 0.0 0.0
H -8.840375 4.328203 4.538509 0.0 0.0 0.0
H -7.822019 5.754328 4.729307 0.0 0.0 0.0
H -7.518597 3.566870 2.610499 0.0 0.0 0.0
H -7.846175 5.267311 2.308433 0.0 0.0 0.0
H -5.274982 4.277474 2.240380 0.0 0.0 0.0
H -5.594282 5.912750 2.871958 0.0 0.0 0.1
H -6.855514 4.161186 6.332678 0.1 0.0 0.0
H -6.958741 2.840746 5.135002 0.0 0.0 0.0
```
Forces are in eV/Å.

Atomic partial charges in e from the Mulliken method, atoms 1 to 8: number 1, C, carries -0.879; number 2, C, carries 0.552; number 3, O, carries -0.481; number 4, O, carries -0.328; number 5, C, carries -0.728; number 6, C, carries -0.854; number 7, N, carries 0.248; number 8, N, carries 0.135

Here are the calculated F_max numbers, same order: 5.2, 0.6 (eV/Å).
Here are the calculated energy numbers, same order: -81061.894, -93280.471 (eV).